# C4H5N3O

One molecule with the formula C4H5N3O at a distorted geometry (wB97M-V/def2-TZVPD, the Open Molecules 2025 dataset).

Total charge = 0
Lowest unoccupied orbital energy = 0.342 eV

Each line ends with the Mulliken charge.
Geometry (Å):
1 O 2.302 0.294 0.044  -0.219
2 N -1.942 -0.226 -0.100  -0.224
3 N 1.385 1.317 -0.084  -0.455
4 N -0.941 -1.233 -0.064  -0.617
5 C 1.681 -1.041 -0.065  -0.349
6 C 0.214 -0.688 -0.195  0.514
7 C -1.255 1.062 -0.082  -0.453
8 C 0.229 0.764 -0.121  0.504
9 H -2.501 -0.403 0.739  0.297
10 H -1.687 1.726 -0.832  0.262
11 H -1.487 1.619 0.846  0.256
12 H 2.081 -1.569 -0.919  0.241
13 H 1.922 -1.623 0.834  0.242

# C4H11N3O2

A 2-piece molecular cluster, C4H11N3O2 overall at a distorted geometry (wB97M-V/def2-TZVPD, the Open Molecules 2025 dataset).

Total charge = 0
Lowest unoccupied orbital energy = 0.742 eV

Each line ends with the Mulliken charge.
Geometry (Å):
1 O 1.649 0.137 -1.040  -0.531
2 O 0.213 -0.342 -2.690  -0.465
3 N -1.034 1.091 0.388  -0.425
4 N -1.412 -1.003 1.216  -0.647
5 N -0.379 0.597 2.627  -0.424
6 C -0.887 0.333 1.378  0.635
7 C 1.085 -0.669 -1.727  0.684
8 C 1.213 -2.187 -1.668  -0.963
9 C -0.579 2.486 0.396  -0.916
10 H 0.291 -2.526 -2.121  0.314
11 H 1.460 -2.333 -0.612  0.271
12 H -0.488 -0.201 3.220  0.183
13 H 0.423 2.512 0.808  0.286
14 H 2.026 -2.556 -2.300  0.336
15 H -0.983 -1.705 1.808  0.254
16 H -1.228 -1.232 0.253  0.259
17 H -1.187 3.019 1.114  0.370
18 H -0.580 2.861 -0.621  0.247
19 H 0.116 0.399 -3.259  0.335
20 H 0.279 1.318 2.831  0.198

# C9H10NO3S

An isolated ion of composition C9H10NO3S and charge +1 at a distorted geometry (wB97M-V/def2-TZVPD, the Open Molecules 2025 dataset).

⟨S²⟩ = 2.011
Total charge = +1
2S+1 = 3
Lowest unoccupied orbital energy (spin up / spin down) = -3.822 / -7.503 eV

Each line ends with the Mulliken charge.
Geometry (Å):
1 S -0.081 -0.641 0.357  1.228
2 O 0.312 -0.145 1.880  -0.443
3 O 1.344 -0.165 -0.192  -0.327
4 O -0.328 -2.045 0.409  -0.525
5 N 2.381 0.125 0.812  0.050
6 C 3.064 -1.046 1.345  -0.337
7 C -1.271 0.217 -0.703  0.713
8 C -1.869 1.430 -0.546  -0.468
9 C -2.859 1.126 -2.719  -0.334
10 C -2.165 -0.064 -2.872  -0.619
11 C -1.379 -0.551 -1.857  -0.582
12 C -2.729 1.831 -1.596  -0.392
13 C 1.722 0.285 2.143  0.391
14 C 2.465 -0.814 2.761  -0.772
15 H 2.616 -1.974 0.946  0.242
16 H 3.073 -0.587 3.531  0.391
17 H 1.768 1.275 2.648  0.335
18 H 1.823 -1.568 3.136  0.279
19 H -2.321 -0.508 -3.943  0.256
20 H -1.896 2.148 0.231  0.409
21 H -0.957 -1.558 -1.724  0.429
22 H -3.342 2.742 -1.462  0.341
23 H 4.079 -1.085 0.912  0.328
24 H -3.450 1.573 -3.496  0.407

# C13H29CuN5O8

C13H29CuN5O8 as an isolated structure at a distorted geometry (wB97M-V/def2-TZVPD, the Open Molecules 2025 dataset).

⟨S²⟩ = 2.007
Total charge = -1
2S+1 = 3
Lowest unoccupied orbital energy (spin up / spin down) = 2.595 / 2.483 eV

Each line ends with the Mulliken charge.
Geometry (Å):
1 Cu 0.136 -0.570 -0.707  4.921
2 O -0.671 -2.454 -1.630  -0.714
3 O -2.056 -0.073 -0.845  -0.043
4 O 1.224 -2.367 -1.449  -0.936
5 O 0.358 -4.335 -1.048  -0.753
6 O 0.493 0.418 -2.716  -0.709
7 O -0.473 -1.461 1.497  1.114
8 O 0.082 1.621 -0.190  0.922
9 O 2.211 0.151 0.168  -0.123
10 N 0.524 3.429 1.030  0.920
11 N -3.431 -1.776 -0.962  -0.288
12 N 0.036 -1.634 3.730  1.138
13 N 3.466 -1.630 0.208  -0.419
14 N -0.857 -0.459 -4.159  -0.363
15 C 4.216 0.235 1.583  -1.791
16 C 1.459 -1.221 3.671  -1.781
17 C 0.306 -3.197 -1.450  0.415
18 C 3.150 -0.447 0.682  1.096
19 C 0.357 1.569 -4.825  -1.361
20 C -4.346 0.544 -0.779  -1.637
21 C -2.059 -2.497 2.981  -1.841
22 C -3.238 -0.472 -0.859  0.191
23 C -0.202 3.722 -1.261  -1.410
24 C 0.106 2.837 -0.072  -2.133
25 C 0.013 0.450 -3.847  0.854
26 C -0.702 -1.838 2.644  -3.104
27 C 0.735 2.625 2.241  -2.311
28 H 4.599 -0.398 2.384  0.442
29 H -1.348 -0.510 -5.040  0.195
30 H 0.112 2.564 -4.452  0.198
31 H -2.963 -2.245 2.427  0.324
32 H 1.261 3.214 2.993  0.701
33 H 1.423 1.797 2.073  0.052
34 H -1.963 -3.574 3.124  0.284
35 H -2.574 -2.265 -1.178  0.226
36 H 0.042 1.484 -5.865  0.434
37 H -0.280 2.400 2.569  0.454
38 H 5.109 0.628 1.097  0.403
39 H 0.121 4.760 -1.341  0.549
40 H -4.547 0.718 0.278  0.360
41 H 2.810 -2.040 -0.442  0.309
42 H -1.285 3.833 -1.203  0.245
43 H -0.304 -1.887 4.646  0.385
44 H -5.206 0.163 -1.329  0.488
45 H 4.309 -2.174 0.325  0.260
46 H 1.973 -1.846 4.401  0.760
47 H -0.919 -1.177 -3.451  0.199
48 H 0.868 4.378 1.006  0.248
49 H -4.360 -2.167 -0.894  0.203
50 H -3.965 1.454 -1.244  0.254
51 H 3.537 0.907 2.109  0.191
52 H 1.429 1.550 -5.017  0.315
53 H -2.274 -2.210 4.010  0.524
54 H 1.726 -1.624 2.694  0.073
55 H 1.592 -0.149 3.822  -0.013
56 H 0.241 3.246 -2.136  0.080

# C31H35AsFeN3O2

C31H35AsFeN3O2 as an isolated structure at a distorted geometry (wB97M-V/def2-TZVPD, the Open Molecules 2025 dataset).

⟨S²⟩ = 8.777
Total charge = 0
2S+1 = 6
Lowest unoccupied orbital energy (spin up / spin down) = 0.579 / 0.536 eV

Each line ends with the Mulliken charge.
Geometry (Å):
1 As 0.984 0.499 -1.298  0.765
2 Fe -0.924 0.955 0.686  0.944
3 O -2.354 1.312 2.484  -0.715
4 O -1.949 -0.243 -0.518  -0.350
5 N -1.831 2.582 -0.444  0.304
6 N -0.183 2.771 1.631  0.440
7 N 0.122 -0.606 1.970  0.469
8 C -2.674 -0.044 -1.579  -0.211
9 C 2.370 -3.018 -4.435  -0.722
10 C -0.114 2.913 2.892  -0.546
11 C -4.216 0.238 -3.950  -0.807
12 C -2.572 2.474 -1.476  -0.409
13 C -1.536 3.920 0.055  -0.816
14 C -0.604 -0.954 4.941  -0.471
15 C 1.152 -1.465 -1.200  -0.834
16 C -1.550 -0.454 3.836  -0.337
17 C -3.004 1.236 -2.094  0.939
18 C 1.538 -2.477 -3.465  -0.284
19 C -0.363 1.738 3.736  0.766
20 C -3.154 -1.166 -2.295  -0.468
21 C -3.897 -1.028 -3.443  -0.648
22 C 1.235 -0.468 2.597  0.071
23 C 3.406 -2.253 -1.985  -0.148
24 C 0.315 0.683 -3.113  -1.306
25 C -1.479 0.964 3.348  -0.480
26 C -3.769 1.343 -3.266  -0.772
27 C 2.811 1.066 -1.675  -1.454
28 C 1.319 -1.210 3.917  -0.434
29 C 0.759 1.177 4.364  -1.306
30 C 0.003 -2.000 3.964  -1.007
31 C -0.164 3.900 0.722  -1.135
32 C -0.825 -1.397 2.807  1.098
33 C 3.726 -3.177 -4.183  -0.489
34 C 4.240 -2.795 -2.951  -0.699
35 C 0.746 -0.187 4.982  -0.299
36 C 2.043 -2.083 -2.227  0.053
37 C -1.701 -2.297 1.977  -1.539
38 C 2.451 0.130 1.971  -1.021
39 H 5.295 -2.922 -2.741  0.406
40 H 0.478 -2.365 -3.663  0.496
41 H -0.005 -3.075 4.123  0.511
42 H 0.032 4.849 1.233  0.472
43 H 2.957 -0.644 1.384  0.252
44 H 3.147 0.484 2.729  0.523
45 H 0.120 -1.809 -1.291  0.410
46 H 0.999 0.208 -3.815  0.539
47 H 3.233 0.466 -2.481  0.466
48 H 1.957 -3.322 -5.388  0.398
49 H 4.375 -3.601 -4.937  0.381
50 H 0.136 3.889 3.325  0.377
51 H -2.281 4.171 0.815  0.269
52 H -2.909 -2.144 -1.899  0.431
53 H -2.361 -2.874 2.626  0.512
54 H 0.235 1.746 -3.344  0.388
55 H -2.590 -0.749 3.972  0.701
56 H -4.004 2.336 -3.634  0.360
57 H 1.215 -0.198 5.966  0.595
58 H 3.814 -1.960 -1.024  0.348
59 H -0.673 0.235 -3.198  0.205
60 H 2.275 -1.701 4.098  0.568
61 H 3.439 0.979 -0.790  0.310
62 H -2.305 -1.715 1.282  0.101
63 H 2.778 2.112 -1.980  0.459
64 H 1.666 1.764 4.471  0.490
65 H 2.200 0.959 1.310  -0.085
66 H -4.803 0.343 -4.852  0.405
67 H -4.241 -1.915 -3.960  0.405
68 H -2.930 3.387 -1.968  0.215
69 H -1.580 4.675 -0.738  0.512
70 H -1.027 -1.231 5.903  0.476
71 H 0.614 3.732 -0.028  0.208
72 H -1.089 -2.993 1.395  0.344
73 H 1.474 -1.694 -0.184  0.412

# C38H63CsGeN5O4P2S2Se

C38H63CsGeN5O4P2S2Se as an isolated structure at a distorted geometry (wB97M-V/def2-TZVPD, the Open Molecules 2025 dataset).

⟨S²⟩ = 0.770
Total charge = -2
2S+1 = 2
Lowest unoccupied orbital energy (spin up / spin down) = 3.409 / 3.407 eV

Each line ends with the Mulliken charge.
Geometry (Å):
1 Cs 0.232 -0.341 -0.005  2.277
2 Se 2.550 2.267 0.415  0.181
3 Ge 4.395 4.245 2.121  0.617
4 S 3.012 -1.957 0.149  -0.221
5 S 0.588 3.445 -3.688  -0.278
6 P -1.592 -0.195 2.802  1.247
7 P -2.049 -2.734 0.761  0.784
8 O 0.313 3.194 -10.496  -0.605
9 O -1.072 -1.143 -3.500  -0.378
10 O -0.256 5.312 -10.213  -0.493
11 O 1.267 -1.222 -2.103  -0.242
12 N -0.850 2.659 0.334  -0.183
13 N -3.265 -3.948 2.894  -0.027
14 N -2.372 0.541 -1.024  -0.049
15 N 2.022 -2.290 -2.358  0.088
16 N -2.875 -1.744 4.671  -0.279
17 C 2.611 -4.004 -3.883  -0.849
18 C 3.497 2.278 -1.291  -0.767
19 C -0.393 0.047 5.432  -1.948
20 C -4.368 -5.123 4.668  -0.326
21 C 0.532 1.390 3.551  -2.135
22 C 0.784 2.841 -7.692  -0.643
23 C -1.333 -4.399 0.329  2.218
24 C -2.776 1.047 3.481  -1.965
25 C -2.910 1.881 -0.781  -0.852
26 C -2.315 -5.565 0.252  -1.891
27 C -4.843 -5.202 5.965  -0.543
28 C -3.513 -2.883 5.072  -0.059
29 C -0.187 4.783 -5.984  -0.921
30 C -0.684 -4.200 -1.054  -2.318
31 C 0.067 4.079 -9.718  0.676
32 C 4.425 5.455 0.611  -1.222
33 C 2.947 4.716 3.319  -1.191
34 C -0.231 -4.709 1.341  -1.958
35 C 6.103 4.369 3.042  -1.222
36 C -3.691 -2.796 -0.076  -2.003
37 C -4.008 -2.986 6.384  -0.349
38 C 0.869 -1.086 3.597  -1.947
39 C -0.111 0.046 3.934  2.085
40 C -0.312 4.935 -7.349  -0.606
41 C -3.703 -3.981 4.189  0.008
42 C -4.663 -4.119 6.831  -0.546
43 C 0.913 2.695 -6.327  -0.389
44 C 3.480 -4.528 -2.913  -0.163
45 C -0.910 -0.178 -4.528  -0.494
46 C -2.406 -1.748 3.403  -0.558
47 C -2.605 -2.828 2.527  -0.614
48 C 3.589 -3.915 -1.700  -0.832
49 C -1.812 2.928 -0.742  -0.284
50 C 1.899 -2.884 -3.568  -0.237
51 C 0.174 3.972 -8.239  0.836
52 C 4.093 2.422 1.584  -1.023
53 C 0.437 3.656 -5.404  -0.145
54 C 2.854 -2.745 -1.366  0.098
55 H 6.126 3.713 3.913  0.348
56 H -5.352 -6.096 6.307  0.355
57 H 2.747 2.317 -2.081  0.035
58 H 6.913 4.077 2.373  0.356
59 H -3.425 1.866 0.187  0.312
60 H 1.162 2.076 -8.358  0.388
61 H 1.471 1.512 4.103  0.538
62 H -3.570 -2.901 -1.157  0.329
63 H -0.142 3.383 0.373  0.228
64 H 4.081 1.363 -1.375  0.290
65 H -0.840 5.819 -7.700  0.166
66 H 4.341 6.487 0.956  0.391
67 H 1.186 -2.396 -4.214  0.354
68 H -0.638 -4.884 2.338  0.382
69 H -2.284 3.918 -0.668  0.404
70 H 4.124 3.165 -1.369  0.308
71 H 5.358 5.359 0.055  0.323
72 H 4.239 -4.295 -0.925  0.404
73 H -3.851 -2.131 7.032  0.397
74 H -1.320 2.637 1.234  -0.067
75 H -1.879 0.501 -1.915  -0.145
76 H -1.895 0.028 -4.950  0.347
77 H -4.304 -3.617 0.302  0.399
78 H -0.257 -0.550 -5.330  0.221
79 H -3.647 2.198 -1.534  0.425
80 H -2.882 -5.677 1.173  0.201
81 H 0.556 0.192 5.963  0.476
82 H -0.241 -5.148 -1.384  0.622
83 H 2.962 4.077 4.203  0.337
84 H -0.117 2.226 3.825  0.232
85 H 6.284 5.392 3.377  0.355
86 H -1.408 -3.899 -1.816  0.300
87 H -3.084 0.812 4.501  0.470
88 H 1.215 -1.045 2.559  0.342
89 H 1.984 4.584 2.826  0.309
90 H 0.513 -3.909 1.405  0.200
91 H -3.106 -0.154 -1.084  0.064
92 H -3.663 1.069 2.846  0.377
93 H 3.037 5.759 3.629  0.417
94 H 0.113 -3.449 -1.050  0.480
95 H -1.278 2.928 -1.695  -0.019
96 H -1.756 -6.487 0.050  0.537
97 H -0.586 5.540 -5.320  0.352
98 H 3.592 5.247 -0.062  0.378
99 H -4.493 -5.942 3.968  0.390
100 H -5.036 -4.167 7.848  0.341
101 H 4.961 1.975 1.096  0.459
102 H -0.480 0.764 -4.170  0.083
103 H 2.476 -4.451 -4.857  0.409
104 H 4.060 -5.420 -3.119  0.350
105 H 1.396 1.812 -5.926  0.437
106 H -3.016 -5.428 -0.575  0.358
107 H 0.407 -2.062 3.757  0.284
108 H -4.224 -1.862 0.112  0.458
109 H -0.292 5.928 -9.480  0.289
110 H -0.863 -0.875 5.769  0.381
111 H -1.059 0.865 5.717  0.363
112 H 0.759 1.475 2.484  0.189
113 H 0.300 -5.612 1.017  0.515
114 H 3.881 1.801 2.458  0.340
115 H -0.234 -1.177 -2.990  0.185
116 H -2.331 2.045 3.460  0.419
117 H 1.760 -1.023 4.232  0.474